18
Properties=species:S:1:pos:R:3:forces:R:3 method="wB97M-V/def2-TZVPD" spin_multiplicity=2 total_energy_ha=-268.9877 charge=-1 relative_energy_ev=1.793
H 0.055 0.372 2.903 0.37 -1.49 -0.87
H 0.866 -1.075 2.992 -0.84 0.35 -0.35
H 0.001 0.022 -2.620 -1.36 0.54 1.32
H 1.549 1.176 1.593 0.03 -1.66 -1.14
N 0.076 0.350 -0.469 -1.35 -1.26 -1.05
H 1.980 -0.304 -0.744 -0.02 -0.08 0.66
H -0.549 0.145 0.277 -1.34 0.56 0.93
H 2.373 -0.366 1.992 0.10 0.04 -1.57
C -0.668 -0.123 -1.684 0.26 -1.29 -0.43
H -0.811 -1.270 -1.752 0.01 1.43 0.61
C -2.070 0.643 -1.628 2.78 0.41 0.38
H -1.717 1.651 -1.545 0.23 1.04 -0.16
C 1.526 0.038 1.380 -1.39 1.04 3.91
H -2.679 0.674 -2.506 -0.62 -0.75 -0.34
C 1.169 -0.447 0.018 3.09 -0.64 -1.55
N 0.327 -0.487 2.308 1.25 1.70 0.47
H 1.119 -1.575 0.129 -0.84 1.00 -0.39
H -2.546 0.576 -0.645 -0.34 -0.92 -0.42



14
Properties=species:S:1:pos:R:3:forces:R:3 method="wB97M-V/def2-TZVPD" spin_multiplicity=3 total_energy_ha=-590.2373 relative_energy_ev=2.754
H -1.848 -3.022 -1.917 0.28 -1.45 0.55
O -1.975 -2.097 -1.910 -1.92 1.01 -0.81
P -1.588 -1.145 -0.669 3.02 -3.16 -0.29
N 0.102 -1.136 -1.143 -2.47 -1.59 3.01
H 2.212 0.740 1.227 -1.60 0.17 -1.92
H 0.365 1.920 2.233 -0.75 -1.68 -0.96
C 1.255 0.957 0.561 -0.21 -2.58 0.56
C 0.105 1.004 1.542 -0.09 3.50 0.43
H 1.929 -0.285 -1.171 -1.29 0.37 0.00
H -0.867 1.243 1.076 0.39 0.13 -0.10
C 0.887 -0.227 -0.692 5.57 4.19 0.30
H -1.812 -0.052 -1.316 -1.50 3.28 -1.60
H 1.337 1.927 0.024 0.16 -0.97 0.17
H -0.102 0.172 2.155 0.39 -1.23 0.66



58
Properties=species:S:1:pos:R:3:forces:R:3 method="wB97M-V/def2-TZVPD" total_energy_ha=-6234.6777 charge=-2 relative_energy_ev=0.021
C -3.430 3.814 -1.956 0.00 0.01 0.00
H 4.433 2.919 0.794 0.00 -0.02 -0.01
C 2.648 -3.619 -1.934 0.03 0.01 0.00
C -2.915 -2.098 0.704 -0.02 0.04 -0.01
Se -3.317 1.853 0.170 0.03 -0.02 -0.02
Cl 6.233 -2.551 -3.400 -0.01 0.00 0.00
C 0.455 -3.436 -0.062 0.01 -0.13 0.09
H -0.440 3.156 0.858 0.00 0.00 0.00
C 1.359 4.103 1.582 0.00 0.00 0.01
H -1.039 -0.552 3.866 0.01 0.00 0.01
H 2.027 -4.501 -1.914 0.00 -0.01 0.00
H -2.800 -4.485 3.081 0.00 0.00 0.00
F -5.848 4.929 -4.422 -0.01 0.00 0.00
C -0.074 -0.704 3.409 -0.04 0.02 0.01
C 2.202 -2.469 -1.282 -0.03 0.03 -0.02
F -3.304 5.491 -3.628 0.00 0.00 0.00
C -1.286 -4.051 1.624 0.03 0.00 -0.01
C 3.359 3.012 0.865 -0.05 0.00 -0.01
H 3.048 -1.550 2.897 0.00 0.00 0.02
C 1.096 -1.242 3.966 0.01 -0.02 -0.02
C -5.399 2.556 -1.712 -0.06 -0.02 -0.03
N 2.566 -0.178 -0.610 -0.04 -0.08 -0.04
C 0.647 3.140 0.888 0.01 -0.02 0.01
N 1.404 -0.691 1.885 0.03 -0.04 0.09
H -3.533 -1.291 0.318 -0.01 0.00 0.00
O 0.964 -4.557 0.157 0.01 0.06 -0.05
H 3.342 4.763 2.102 -0.01 0.00 0.00
N 1.234 2.143 0.225 -0.07 -0.03 -0.03
F -6.149 1.608 -1.131 0.00 0.00 0.00
C -3.347 -2.865 1.774 -0.01 0.05 -0.03
C 2.025 -1.220 2.945 0.01 -0.02 -0.02
N -1.732 -2.262 0.110 -0.05 0.00 0.04
F -7.250 2.971 -3.135 0.00 0.00 -0.01
H -0.585 -4.815 1.925 0.00 0.00 0.00
I 1.374 -1.934 5.888 0.00 -0.01 0.00
C 3.867 -3.660 -2.590 -0.03 0.00 0.02
H 0.836 4.886 2.115 0.00 0.00 0.00
C -3.996 4.523 -3.000 -0.04 -0.01 -0.02
C -5.989 3.251 -2.753 0.04 0.01 0.02
H 4.909 -0.518 -1.962 0.00 0.01 0.01
H 1.796 -0.551 0.916 0.03 0.05 -0.06
C -5.287 4.244 -3.408 0.04 0.00 0.02
C -0.922 -3.218 0.565 0.01 -0.06 0.00
C 4.270 -1.384 -1.952 0.00 -0.01 -0.02
C -4.100 2.801 -1.267 0.06 0.00 0.03
C 3.254 0.958 -0.575 0.06 0.05 0.06
N 0.943 -2.382 -0.693 0.00 0.09 0.02
N 0.132 -0.374 2.143 -0.05 0.03 -0.06
Cl 4.344 -5.138 -3.395 0.00 -0.01 0.00
C 3.041 -1.311 -1.287 -0.02 0.03 0.00
C -2.507 -3.864 2.242 0.01 -0.01 0.01
C 2.563 2.072 0.209 0.06 0.02 -0.01
F -2.175 4.147 -1.619 0.00 0.00 -0.01
K -0.423 0.051 -0.688 0.05 -0.03 0.02
C 2.746 4.030 1.569 0.02 0.00 0.01
C 4.678 -2.543 -2.595 0.01 0.02 -0.01
H -4.311 -2.669 2.226 0.00 0.00 0.00
O 4.368 1.259 -1.046 -0.02 0.00 0.00



62
Properties=species:S:1:pos:R:3:forces:R:3 method="wB97M-V/def2-TZVPD" total_energy_ha=-1977.1061 charge=+2 relative_energy_ev=1.733
H 0.959 -0.461 5.205 0.00 0.00 0.00
C 0.265 -4.315 -0.941 0.04 -0.19 -0.07
N -0.573 -0.458 3.763 -0.03 -0.03 -0.02
H 2.211 -1.514 -1.797 0.00 -0.03 -0.02
N -0.142 1.953 0.138 -0.13 -0.12 -0.18
H -1.906 -1.994 -2.718 0.09 0.24 -0.22
C -0.066 -0.115 5.092 0.01 0.00 -0.03
C -1.775 -1.340 2.153 0.05 0.01 0.05
H 4.618 -1.201 -0.558 0.00 -0.01 0.00
C -0.380 -0.834 -4.678 0.13 -0.14 0.10
N -3.666 1.983 -2.001 -0.05 0.01 0.07
C -0.013 -3.107 -0.331 -0.05 0.14 -0.10
C -1.641 -1.273 3.510 0.01 -0.03 0.00
H 4.694 1.244 1.733 0.00 0.00 0.00
C -0.573 -2.050 -1.052 -0.38 -0.07 -0.20
H 0.239 -2.978 0.715 -0.01 -0.01 0.01
C 2.090 0.070 0.975 -0.14 0.18 -0.04
C -2.643 1.174 -1.941 -0.02 0.01 -0.13
N 3.409 -0.200 0.896 0.07 0.01 0.04
C 0.014 -4.560 -2.310 0.08 0.06 0.17
H 1.221 5.407 2.206 0.00 0.00 0.01
C -0.422 3.121 -0.513 -0.02 -0.02 0.04
N 0.722 3.611 1.290 0.03 0.01 -0.04
H -2.481 -1.895 1.559 0.00 0.00 0.00
C -0.082 -0.046 2.574 -0.07 0.07 0.03
N -1.308 -0.118 -5.177 -0.22 0.11 0.03
H -3.015 1.023 -4.662 -0.02 0.01 0.01
H 0.225 -1.438 -5.349 0.06 0.09 -0.01
H 0.969 -1.082 -3.069 -0.06 -0.20 0.11
H 0.106 5.218 0.018 0.00 0.00 0.00
Ir -0.549 -0.150 -0.436 0.32 0.78 0.57
H 2.548 4.238 2.132 0.00 0.00 -0.01
H 0.255 -5.522 -2.740 0.00 0.00 0.00
C -0.092 -0.930 -3.217 -0.08 0.50 -0.18
H 5.327 -0.409 1.664 0.00 0.00 0.01
N -0.797 -0.569 1.587 -0.12 -0.03 -0.02
H 1.218 4.013 3.292 0.00 0.00 0.00
C -0.571 -3.581 -3.046 -0.05 0.16 -0.03
H -2.199 -1.744 4.300 0.00 0.01 0.01
C -2.110 0.575 -4.280 0.14 -0.17 -0.13
H -0.963 3.153 -1.444 0.00 0.00 0.01
H -0.830 -3.753 -4.085 -0.02 -0.01 0.01
N -0.600 0.136 -2.459 0.59 0.32 -0.42
C 3.636 -0.871 -0.269 0.01 -0.01 0.04
H -0.691 -0.606 5.831 0.01 0.00 0.01
H 0.705 -5.110 -0.348 0.01 0.01 0.00
C 0.111 4.157 0.198 -0.01 0.00 0.02
N -2.443 0.653 -0.687 -0.21 -0.35 -0.20
H 4.101 0.009 2.869 0.01 0.00 0.00
N -4.135 1.968 -0.734 0.03 0.01 -0.09
H -0.112 0.961 5.247 -0.01 0.00 0.00
C 4.444 0.192 1.854 -0.02 0.00 -0.02
H -3.594 1.006 1.095 0.03 0.04 0.01
P 1.338 1.052 2.321 0.16 -0.03 -0.07
C -1.749 0.682 -2.984 -0.23 -0.15 0.41
C 0.554 2.270 1.221 0.03 -0.04 0.04
C -0.878 -2.288 -2.469 -0.27 -0.57 0.37
C 1.479 4.357 2.295 -0.01 -0.02 0.00
H -4.951 2.511 -0.493 -0.01 -0.01 -0.01
C 2.430 -1.002 -0.882 -0.07 -0.01 0.09
C -3.404 1.183 0.050 -0.04 -0.15 0.08
N 1.466 -0.404 -0.111 0.46 -0.37 -0.11



14
Properties=species:S:1:pos:R:3:forces:R:3 method="wB97M-V/def2-TZVPD" total_energy_ha=-1061.6849 relative_energy_ev=6.292
H 1.666 2.616 2.358 -4.50 0.32 -3.21
C -0.171 -1.089 -1.679 0.60 -3.00 2.96
H -0.684 -0.142 2.400 1.81 1.81 -0.39
H -1.365 1.435 3.151 4.48 -1.27 -2.43
C -0.025 -0.696 -0.137 -1.18 -1.29 -2.01
C 0.389 0.598 0.000 -0.94 3.84 3.44
H -0.350 -2.250 -1.725 0.01 2.26 -0.30
S 0.137 -0.124 -2.878 -0.11 0.46 -1.42
N -0.188 0.845 2.467 -6.91 -1.99 3.46
H 1.159 3.255 0.667 -2.09 -2.25 2.21
C 0.129 1.367 1.306 3.75 0.78 -3.61
S -0.511 -1.890 0.957 0.26 0.79 -0.45
N 0.612 2.730 1.513 5.05 0.41 0.28
H 0.661 1.218 -0.910 -0.22 -0.87 1.46



80
Properties=species:S:1:pos:R:3:forces:R:3 method="wB97M-V/def2-TZVPD" spin_multiplicity=4 total_energy_ha=-4989.0040 charge=+4
H -4.357 -2.869 -2.009 0.25 -0.19 0.18
H -2.707 0.119 -2.380 0.35 -0.43 0.26
C -2.010 -0.618 -2.829 0.73 -0.01 -1.15
N 0.248 5.924 -3.343 -1.31 -4.96 2.03
Br -4.967 -0.784 3.521 -0.75 -0.46 0.73
C 3.762 -0.374 -2.414 0.18 0.10 -0.12
P -1.281 -1.470 -1.340 -1.24 -2.12 -0.50
H 4.667 0.195 -2.144 -0.39 -0.22 -0.17
H 0.841 -1.336 1.611 -0.18 0.11 0.06
C 0.599 1.729 2.713 -0.14 -1.26 1.34
H 2.290 -0.745 2.368 0.05 -0.17 0.04
H -3.398 -4.273 -1.433 0.04 0.35 -0.10
C -0.256 4.890 -4.045 -0.23 0.32 -1.43
H 0.456 -2.442 -0.006 -0.39 0.37 -0.81
C 1.067 1.030 4.867 0.81 0.13 0.99
H -2.405 -2.791 0.367 0.13 0.17 -0.11
H 4.580 -0.642 2.250 -0.06 -0.10 0.01
H 2.567 1.481 3.328 -0.44 -0.08 0.13
H -2.070 -1.155 2.762 -0.82 0.50 -0.46
H -4.150 2.704 0.081 0.26 -0.15 0.35
C 3.306 -1.285 -1.270 -0.31 -0.51 0.50
H -0.865 2.778 -4.065 0.05 0.71 -0.02
C -3.691 1.891 0.650 -0.51 -1.25 -0.03
P 2.409 -0.332 0.029 1.71 -0.89 -0.28
C -0.436 1.145 4.695 -0.82 -0.04 0.74
H -0.485 5.041 -5.118 0.16 -0.02 0.65
H 4.153 -1.763 -0.760 -0.17 -0.03 -0.34
H 5.355 -0.833 0.669 0.02 -0.06 0.01
H 5.702 0.555 1.659 0.01 0.08 -0.01
H 0.895 6.549 -1.495 0.25 0.33 0.23
C -2.061 0.208 1.060 2.35 -2.32 0.17
C -0.450 2.088 -1.455 -2.68 -0.26 -0.27
C -3.892 0.098 2.347 -0.25 0.27 0.63
C 0.482 5.718 -2.040 0.45 1.65 0.13
H 3.534 -2.795 1.581 -0.38 -0.08 -0.12
H 2.644 -2.082 -1.640 0.50 0.25 0.14
H -1.452 1.881 2.886 0.40 -0.02 0.26
H -0.497 -4.671 -0.357 0.03 0.12 -0.25
H 3.999 -1.002 -3.284 0.02 0.29 0.24
S 0.856 1.996 1.012 0.55 2.20 1.45
C 3.795 0.686 0.705 -0.81 0.67 -0.27
H 2.978 0.341 -2.721 0.21 -0.21 0.07
H -4.586 -3.515 -0.393 0.50 0.32 -0.11
H 0.572 4.383 -0.338 -0.12 0.50 -0.03
C -4.433 1.174 1.610 0.58 0.80 -0.53
C 0.120 -2.670 -1.044 0.51 -0.04 -1.03
H 1.426 0.032 5.138 -0.22 0.12 -0.03
H 2.082 -3.320 0.657 0.38 0.14 0.26
C -0.254 3.421 -2.075 0.48 0.26 -1.21
C -0.512 3.613 -3.448 0.51 0.83 0.25
N 1.578 1.391 3.556 0.09 0.45 -1.39
C -3.817 -3.298 -1.157 0.03 -0.39 -0.83
C -2.442 1.298 0.283 -1.28 0.19 -0.99
C 1.930 -1.322 1.515 0.14 -0.08 -0.10
H 1.430 1.727 5.623 0.08 -0.03 -0.03
H -3.381 -1.462 -0.216 0.02 -0.06 0.06
H 4.160 1.288 -0.132 0.09 0.00 0.08
C 4.902 -0.118 1.352 0.30 -0.08 0.08
H -0.162 -4.555 -2.120 -0.05 -0.03 0.21
N -0.567 1.712 3.358 0.18 0.11 -1.36
H 1.162 -4.522 -0.956 -0.32 0.05 -0.06
H -2.054 -1.847 -4.662 -0.13 -0.02 0.24
H -3.585 -1.888 -3.727 0.30 0.12 -0.08
H -0.940 0.173 4.769 0.03 0.22 -0.15
C 2.437 -2.752 1.529 0.09 -0.55 0.41
C -2.788 -2.323 -0.551 0.13 1.20 1.37
H 2.030 -3.259 2.417 0.27 0.06 -0.24
H 3.331 1.398 1.402 0.35 -0.18 -0.20
C 0.124 -4.199 -1.127 -0.41 -0.20 -0.27
H -5.470 1.404 1.828 0.12 0.33 -0.11
H -1.314 -0.603 0.689 -0.20 1.54 0.20
H -1.146 -0.028 -3.193 -0.46 -0.13 -0.14
C -1.532 1.466 -0.847 0.34 1.56 1.59
C -2.730 -1.272 -4.023 0.11 -0.06 0.06
H 0.872 -2.311 -1.773 -0.15 -0.04 0.56
H -0.883 1.816 5.432 0.03 -0.14 -0.08
C 0.246 4.509 -1.364 0.16 -0.06 -0.75
H -3.117 -0.444 -4.638 0.08 -0.28 0.19
C -2.589 -0.354 2.199 -0.16 0.79 -0.52
Re 0.145 0.472 -0.588 -0.06 -0.01 -0.26



| no. | strongest force on any atom (eV/A) |
| --- | --- |
| 1 | 4.3 |
| 2 | 7.0 |
| 3 | 0.2 |
| 4 | 1.0 |
| 5 | 8.0 |
| 6 | 5.5 |